Entry 1:
C21H27InN5O8S5 | ωB97M-V/def2-TZVPD

Output
**Charge**: +1

Structure (XYZ):
```
67
C21H27InN5O8S5, DFT ωB97M-V/def2-TZVPD
In 0.27 -0.68 1.03
C 3.22 -2.64 1.41
C 2.25 -3.74 1.04
S 0.69 -3.19 0.24
C -0.50 -4.08 1.28
C -0.51 -3.86 2.78
S -0.64 -2.13 3.33
C 0.74 -1.99 4.50
C 2.13 -2.31 3.99
S 2.61 -1.34 2.52
H 4.10 -3.08 1.89
H 3.54 -2.09 0.53
H 2.74 -4.36 0.29
H 2.01 -4.38 1.89
H -1.46 -3.82 0.84
H -0.32 -5.14 1.08
H -1.40 -4.37 3.17
H 0.36 -4.29 3.27
H 0.68 -0.95 4.83
H 0.52 -2.63 5.36
H 2.85 -2.06 4.77
H 2.26 -3.36 3.74
O -1.51 -2.36 -1.02
C -1.98 -1.37 -0.47
O -1.93 -1.13 0.80
C -2.46 -0.24 -1.32
C -3.58 -0.21 -2.10
C -3.82 0.90 -2.91
C -2.95 1.96 -2.95
C -1.83 1.95 -2.13
C -1.51 0.83 -1.29
O -0.43 0.77 -0.59
N -0.97 3.12 -2.16
O -0.86 3.72 -3.20
O -0.40 3.47 -1.12
N -5.03 0.94 -3.73
O -5.82 0.01 -3.61
O -5.17 1.88 -4.48
H -4.28 -1.03 -2.10
H -3.14 2.80 -3.59
N 2.11 -0.11 -0.30
C 2.35 0.79 -0.99
N 2.59 1.83 -1.73
C 2.12 1.87 -3.12
C 3.28 1.50 -4.03
O 4.39 2.36 -3.81
C 4.86 2.29 -2.48
C 3.76 2.69 -1.49
H 1.78 2.88 -3.33
H 1.28 1.18 -3.25
H 3.00 1.61 -5.08
H 3.57 0.45 -3.84
H 5.70 2.98 -2.41
H 5.20 1.27 -2.24
H 3.45 3.72 -1.70
H 4.09 2.61 -0.46
S 0.18 1.27 2.69
C -1.51 1.53 2.57
N -2.10 2.05 1.53
C -3.56 2.00 1.53
C -3.99 1.94 2.99
S -2.59 1.14 3.86
H -1.58 2.35 0.71
H -3.88 1.10 1.00
H -3.96 2.88 1.02
H -4.88 1.34 3.14
H -4.14 2.93 3.43
```

Entry 2:
C21H27N | ωB97M-V/def2-TZVPD

Output
**SMILES string**: C1=C[C@H]2C[C@@H]1C[C@@H]2[C@H](/C=C/c1ccccc1)N1CCCCC1
**Charge**: 0

Structure (XYZ):
```
49
C21H27N, DFT ωB97M-V/def2-TZVPD
C 0.98 -2.87 3.96
C 0.11 -1.79 4.22
C 0.47 -0.69 3.31
C 1.95 -0.85 3.50
C 1.97 -2.31 2.97
C 1.28 -2.10 1.59
C 0.10 -1.16 1.84
C -0.06 -0.12 0.74
C -0.89 -0.72 -0.36
C -1.77 0.09 -1.20
C -2.26 -0.34 -2.54
C -2.48 -1.70 -2.77
C -3.03 -2.08 -3.98
C -3.46 -1.21 -4.94
C -3.30 0.15 -4.68
C -2.64 0.57 -3.53
N 1.17 0.72 0.43
C 1.67 0.92 -0.94
C 0.97 2.17 -1.63
C 1.29 3.49 -0.88
C 1.05 3.31 0.62
C 1.46 1.91 1.33
H 0.94 -3.86 4.34
H -0.61 -1.80 5.04
H 0.09 0.22 3.67
H 2.25 -0.75 4.53
H 2.56 -0.19 2.87
H 2.96 -2.76 2.80
H 1.04 -3.02 1.05
H 2.05 -1.69 0.91
H -0.88 -1.71 1.96
H -0.86 0.64 1.11
H -0.77 -1.71 -0.67
H -1.88 1.15 -0.93
H -2.27 -2.48 -1.96
H -3.13 -3.10 -4.14
H -4.04 -1.60 -5.84
H -3.73 0.90 -5.43
H -2.34 1.64 -3.20
H 2.73 1.12 -0.89
H 1.57 0.01 -1.55
H -0.07 2.00 -1.72
H 1.34 2.39 -2.60
H 2.36 3.42 -1.04
H 1.09 4.41 -1.36
H -0.01 3.51 0.77
H 1.53 4.13 1.28
H 0.92 1.83 2.25
H 2.57 1.91 1.69
```

Entry 3:
C21H27N3O2S | ωB97M-V/def2-TZVPD

Output
**SMILES string**: CCCCN(CC)CCNC(=O)c1cc2c(=O)[nH]c3ccc(C)cc3c2s1
**Charge**: 0

Structure (XYZ):
```
54
C21H27N3O2S, DFT ωB97M-V/def2-TZVPD
C 5.33 3.84 0.73
C 5.50 2.40 1.19
C 4.68 1.43 0.34
C 4.83 -0.01 0.82
N 4.14 -0.94 -0.05
C 4.78 -2.25 -0.10
C 5.92 -2.26 -1.11
C 2.71 -1.01 0.22
C 1.94 -1.38 -1.05
N 0.52 -1.19 -0.88
C -0.30 -2.19 -0.49
O 0.07 -3.34 -0.36
C -1.71 -1.81 -0.27
C -2.69 -2.63 0.19
C -3.95 -1.99 0.29
C -5.19 -2.60 0.76
O -5.33 -3.74 1.13
N -6.26 -1.72 0.75
C -6.25 -0.41 0.35
C -7.41 0.36 0.38
C -7.38 1.68 -0.02
C -6.20 2.28 -0.47
C -6.20 3.71 -0.90
C -5.05 1.52 -0.49
C -5.05 0.18 -0.09
C -3.90 -0.66 -0.10
S -2.31 -0.20 -0.59
H 5.66 3.95 -0.31
H 5.92 4.52 1.34
H 4.29 4.15 0.79
H 5.18 2.32 2.23
H 6.55 2.13 1.15
H 3.63 1.73 0.36
H 5.02 1.48 -0.70
H 4.48 -0.09 1.87
H 5.89 -0.26 0.81
H 5.15 -2.56 0.89
H 4.03 -2.99 -0.41
H 5.55 -1.97 -2.09
H 6.70 -1.56 -0.82
H 6.35 -3.25 -1.18
H 2.47 -1.74 1.02
H 2.38 -0.03 0.55
H 2.29 -0.76 -1.88
H 2.08 -2.43 -1.30
H 0.17 -0.24 -0.88
H -2.53 -3.67 0.44
H -7.14 -2.12 1.06
H -8.34 -0.08 0.72
H -8.29 2.26 0.01
H -5.21 4.03 -1.21
H -6.89 3.85 -1.74
H -6.54 4.35 -0.09
H -4.11 1.95 -0.83
```

Entry 4:
C21H27N3O3S | ωB97M-V/def2-TZVPD

Output
**SMILES string**: O=C(CSc1cn(CC(=O)N2CCCC2)c2ccccc12)NC[C@@H]1CCCO1
**Charge**: 0

Structure (XYZ):
```
55
C21H27N3O3S, DFT ωB97M-V/def2-TZVPD
O -0.18 2.28 0.36
C 0.73 1.56 0.73
C 2.17 1.84 0.32
S 3.19 0.33 0.16
C 2.12 -0.59 -0.90
C 1.78 -0.25 -2.18
N 0.87 -1.13 -2.67
C 0.24 -0.99 -3.96
C -0.26 0.44 -4.18
O 0.14 1.11 -5.12
N -1.13 0.92 -3.28
C -1.72 0.23 -2.14
C -2.91 1.11 -1.78
C -2.37 2.51 -2.08
C -1.60 2.29 -3.38
C 0.61 -2.08 -1.71
C -0.24 -3.18 -1.72
C -0.31 -3.95 -0.58
C 0.45 -3.65 0.55
C 1.31 -2.57 0.57
C 1.39 -1.77 -0.57
N 0.58 0.50 1.53
C -0.67 0.06 2.08
C -0.55 -0.07 3.61
C -0.13 1.25 4.29
C 1.32 1.00 4.69
C 1.33 -0.51 4.88
O 0.47 -1.02 3.88
H 2.66 2.46 1.07
H 2.17 2.38 -0.63
H 2.12 0.57 -2.78
H -0.59 -1.69 -4.03
H 0.95 -1.21 -4.76
H -1.01 0.20 -1.31
H -2.01 -0.79 -2.40
H -3.76 0.88 -2.42
H -3.20 0.99 -0.74
H -1.69 2.82 -1.29
H -3.16 3.25 -2.19
H -2.25 2.39 -4.26
H -0.76 2.97 -3.51
H -0.83 -3.43 -2.60
H -0.96 -4.81 -0.56
H 0.37 -4.28 1.42
H 1.90 -2.35 1.44
H 1.39 -0.06 1.78
H -1.44 0.80 1.82
H -0.94 -0.92 1.66
H -1.51 -0.44 4.00
H -0.75 1.42 5.17
H -0.24 2.10 3.62
H 2.00 1.29 3.89
H 1.61 1.53 5.60
H 0.95 -0.78 5.88
H 2.31 -0.97 4.74
```

Table of Kohn-Sham gap (hartree), in record order: 0.286, 0.303, 0.293, 0.320
Table of ΔE to the lowest compared entry with this formula, charge and spin (kJ/mol), in record order: 14.7, 511.1, 21.6, 81.4
Table of electronic energy (Eh), in record order: -3872.87739, -870.98725, -1529.41913, -1604.65049